#i
Formula: C7H8N4O2
Source: the OMol25 dataset
Level of theory: wB97M-V/def2-TZVPD

Output
molecular weight = 180.2 Da
frontier orbital gap (spin up / spin down) = 0.262 / 0.269 Ha
total charge = 0

Cartesian coordinates (Å):
C (2.32, 1.61, 0.30)
C (3.02, 0.31, 0.15)
C (0.99, 1.66, 0.39)
C (2.28, -0.74, -0.12)
C (0.11, 0.51, 0.08)
C (0.89, -0.75, -0.13)
C (-2.04, -0.18, -0.79)
N (-1.18, 0.72, -0.01)
N (0.34, -1.98, 0.06)
N (-3.28, -0.52, -0.15)
N (-3.49, -0.03, 0.99)
O (-1.77, 1.80, 0.17)
O (0.85, -3.14, -0.01)
H (2.84, 2.51, 0.46)
H (4.01, 0.11, 0.03)
H (0.69, 2.70, 0.39)
H (2.63, -1.71, -0.39)
H (-2.49, 0.43, -1.56)
H (-1.49, -1.04, -1.20)
H (-0.71, -1.99, 0.06)
H (-4.54, -0.28, 1.29)

#ii
Formula: C7H8N4O2
Source: the OMol25 dataset
Level of theory: wB97M-V/def2-TZVPD

Output
molecular weight = 180.2 Da
frontier orbital gap = 0.337 Ha
total charge = 0
SMILES = O=c1nc[nH]c2ncn(CCO)c12

Cartesian coordinates (Å):
O (0.91, 2.43, -0.30)
C (1.34, 1.29, -0.13)
N (2.69, 1.08, 0.31)
C (3.10, -0.17, 0.47)
N (2.32, -1.29, 0.30)
C (1.06, -1.18, -0.17)
N (0.11, -2.13, -0.28)
C (-0.99, -1.45, -0.49)
N (-0.90, -0.12, -0.43)
C (-1.94, 0.84, -0.60)
C (-2.91, 0.79, 0.66)
O (-3.55, -0.46, 0.67)
C (0.51, 0.11, -0.24)
H (4.13, -0.33, 0.84)
H (2.82, -2.18, 0.38)
H (-1.96, -1.99, -0.65)
H (-2.53, 0.62, -1.56)
H (-1.53, 1.82, -0.65)
H (-2.26, 0.94, 1.48)
H (-3.61, 1.66, 0.56)
H (-4.46, -0.40, 0.35)

#iii
Formula: C7H8N4O2
Source: the OMol25 dataset
Level of theory: wB97M-V/def2-TZVPD

Output
molecular weight = 180.2 Da
frontier orbital gap (spin up / spin down) = 0.257 / 0.271 Ha
total charge = 0

Cartesian coordinates (Å):
C (-0.76, 1.09, -2.50)
C (-1.89, 1.23, -1.72)
C (0.27, 0.31, -2.10)
C (-1.86, 0.80, -0.41)
C (0.27, -0.33, -0.84)
C (-0.80, 0.01, 0.05)
C (1.07, -1.74, 0.92)
N (1.35, -0.99, -0.37)
N (-0.83, -0.30, 1.38)
N (0.21, -1.06, 1.84)
N (1.49, 0.26, 2.59)
O (2.41, -1.14, -1.03)
O (-1.66, 0.16, 2.16)
H (-0.62, 1.65, -3.49)
H (-2.66, 1.79, -2.02)
H (1.07, 0.29, -2.74)
H (-2.55, 0.98, 0.47)
H (0.48, -2.54, 0.59)
H (2.10, -1.86, 1.22)
H (0.82, 0.60, 3.24)
H (2.04, -0.47, 3.04)

Tell me which of them is the most stable. Sure, it is #ii.

#i
Formula: C4H10N
Source: the OMol25 dataset
Level of theory: wB97M-V/def2-TZVPD

Output
molecular weight = 72.1 Da
frontier orbital gap = 0.359 Ha
total charge = +1

Cartesian coordinates (Å):
C (1.01, -0.73, -1.37)
C (0.73, 1.13, -0.23)
C (-0.13, -1.04, -0.45)
C (-1.12, 0.52, 1.21)
N (0.04, 0.04, 0.54)
H (1.04, -0.34, -2.37)
H (1.82, -1.40, -1.15)
H (1.48, 1.57, 0.31)
H (0.08, 1.77, -0.89)
H (-1.09, -1.13, -1.05)
H (-0.13, -1.91, 0.18)
H (-1.21, 1.58, 1.39)
H (-1.94, 0.28, 0.52)
H (-1.35, 0.03, 2.14)
H (0.75, -0.36, 1.22)

#ii
Formula: C4H10N
Source: the OMol25 dataset
Level of theory: wB97M-V/def2-TZVPD

Output
molecular weight = 72.1 Da
frontier orbital gap = 0.198 Ha
total charge = +1

Cartesian coordinates (Å):
C (-0.70, 3.82, 0.08)
N (-0.17, 2.75, 0.53)
H (-0.67, 3.99, -0.98)
H (-1.27, 4.48, 0.72)
H (-0.14, 2.65, 1.55)
H (0.32, 2.13, -0.09)
C (1.10, -2.73, -0.86)
C (-0.22, -2.26, -0.29)
C (-0.41, -1.58, 0.87)
H (1.58, -1.79, -1.16)
H (1.89, -3.18, -0.28)
H (0.83, -3.15, -1.83)
H (-1.05, -2.32, -0.99)
H (-1.11, -0.76, 0.98)
H (0.03, -2.05, 1.74)

Tell me which of them is the most stable. Sure, it is #ii.